Here is a cluster of 5 separate species, C45H95N5O5 in total from the OMol25 dataset. Energies are from wB97M-V/def2-TZVPD.

The geometry in XYZ format:
```
150
Properties=species:S:1:pos:R:3:forces:R:3:lowdin_charge:R:1
C 4.694 7.500 2.082 -1.5 -2.5 1.6 -0.0736
C 5.756 8.043 1.229 1.2 0.6 -1.3 -0.4802
C 5.592 9.556 1.312 0.3 0.6 -2.3 -0.0592
C 7.186 7.780 1.846 -1.5 0.2 1.2 -0.1529
C 7.680 6.386 1.642 -0.3 1.1 -0.6 -0.1879
C 7.882 6.326 0.145 -0.4 -2.1 -0.2 -0.1405
C 6.561 6.392 -0.657 -2.3 1.2 -0.8 -0.4666
C 6.889 6.621 -2.163 0.1 -0.9 0.3 -0.0397
C 5.670 5.151 -0.451 0.4 -0.6 0.2 -0.0279
N 5.697 7.555 -0.241 3.5 0.9 4.0 -0.1410
O 4.554 7.872 -0.972 0.5 -0.5 -0.3 0.0018
H 3.711 7.395 1.623 0.0 0.7 -0.3 0.0954
H 4.843 6.473 2.416 0.5 -0.5 -0.3 0.0698
H 4.597 7.969 3.061 -0.1 0.7 -0.2 0.0901
H 6.356 9.941 0.637 0.4 0.4 0.3 0.0790
H 4.697 9.864 0.773 -0.5 0.0 0.5 0.0799
H 5.674 10.034 2.289 -0.1 -0.4 0.0 0.0912
H 7.917 8.542 1.576 -0.1 0.0 -0.4 0.1194
H 7.017 7.890 2.917 0.0 0.4 0.2 0.1167
H 8.587 6.201 2.218 0.0 -0.1 -0.1 0.1185
H 6.881 5.730 1.988 0.2 -0.4 -0.1 0.1064
H 8.234 5.309 -0.026 0.3 -0.1 -0.6 0.1132
H 8.667 6.995 -0.208 -0.3 0.3 0.0 0.1244
H 7.382 7.577 -2.338 0.3 -0.1 0.2 0.0848
H 6.066 6.552 -2.874 -0.5 0.1 0.4 0.0763
H 7.511 5.779 -2.467 0.5 0.2 -0.1 0.0830
H 4.830 5.082 -1.143 0.2 0.3 -0.2 0.0823
H 5.204 5.162 0.535 0.2 0.1 0.1 0.0679
H 6.238 4.223 -0.513 0.1 -0.2 -0.2 0.0801
H 5.103 8.245 -1.666 -1.2 0.7 -0.9 0.0895
C 12.284 -3.784 0.121 0.3 1.4 -0.6 -0.0693
C 11.223 -4.382 -0.822 1.0 -1.3 0.1 -0.4496
C 11.696 -4.200 -2.304 -1.6 -0.4 -0.5 -0.0348
C 11.271 -5.950 -0.479 -2.3 0.0 1.4 -0.1275
C 9.994 -6.802 -0.865 0.8 2.6 -0.6 -0.1637
C 8.645 -6.137 -0.439 2.3 -0.7 0.7 -0.1455
C 8.562 -4.577 -0.692 -1.5 0.2 -0.4 -0.4187
C 7.994 -4.350 -2.151 0.5 0.6 1.2 -0.0269
C 7.468 -4.118 0.351 1.0 -0.5 0.1 -0.0532
N 9.868 -3.804 -0.457 -0.6 -1.6 0.7 -0.0771
O 9.658 -2.418 -0.795 0.4 -1.2 -0.9 -0.0230
H 12.465 -2.743 -0.146 -0.1 0.3 -0.3 0.0722
H 12.075 -3.709 1.188 -0.4 -0.7 0.0 0.0807
H 13.265 -4.229 -0.048 -0.1 -0.4 0.1 0.0826
H 11.006 -3.464 -2.717 0.5 0.3 -0.4 0.0659
H 12.726 -4.046 -2.625 0.2 0.8 1.1 0.0790
H 11.537 -5.111 -2.881 -0.7 -0.3 0.1 0.0642
H 12.135 -6.516 -0.826 0.3 0.7 -0.4 0.1125
H 11.329 -5.949 0.610 0.1 -0.2 0.2 0.0978
H 10.034 -6.704 -1.950 -0.3 -0.6 -0.4 0.0913
H 10.082 -7.855 -0.598 0.0 0.2 0.2 0.1048
H 8.445 -6.323 0.616 0.5 0.2 0.4 0.0984
H 7.947 -6.853 -0.872 -0.9 1.1 -0.7 0.1095
H 8.891 -4.270 -2.766 -0.5 -0.6 -0.7 0.0654
H 7.460 -3.408 -2.278 0.2 0.3 0.4 0.0692
H 7.234 -5.098 -2.375 0.6 -0.3 -0.4 0.0782
H 7.087 -3.101 0.262 0.0 -0.1 -0.4 0.0730
H 7.831 -4.227 1.373 0.5 0.2 0.0 0.0726
H 6.680 -4.872 0.365 -0.4 0.3 -0.6 0.0753
H 9.707 -1.907 0.017 0.1 -0.4 0.4 0.0966
C -2.078 3.980 -10.622 -0.8 1.2 0.2 -0.0527
C -0.808 3.476 -11.302 -0.6 -0.1 1.4 -0.5290
C -1.334 2.517 -12.300 0.4 -1.2 -2.1 -0.0606
C -0.149 4.680 -11.971 2.0 0.8 0.1 -0.1045
C 0.774 5.519 -11.004 -2.6 -0.5 1.2 -0.1758
C 1.633 4.637 -10.124 0.3 -0.2 -0.6 -0.1595
C 0.868 3.484 -9.337 2.0 1.4 -1.9 -0.4555
C 2.006 2.591 -8.732 -0.7 0.1 0.3 -0.0288
C 0.117 4.289 -8.248 -1.3 -1.9 -0.4 -0.0328
N 0.137 2.747 -10.399 0.7 0.6 0.4 -0.0780
O -0.347 1.517 -9.881 -0.2 0.5 -0.5 -0.0170
H -2.587 3.238 -10.008 0.3 0.2 0.5 0.0895
H -1.972 4.981 -10.204 0.3 -0.4 1.1 0.0730
H -2.851 4.281 -11.330 0.1 -0.6 -0.7 0.0823
H -2.105 2.953 -12.935 0.0 0.3 0.1 0.0895
H -0.539 2.241 -12.993 0.2 -0.3 0.0 0.0909
H -1.754 1.589 -11.913 0.1 0.2 0.4 0.0887
H 0.523 4.420 -12.789 -0.3 -0.6 -0.3 0.1148
H -0.975 5.272 -12.365 0.2 0.2 -0.2 0.1177
H 1.338 6.391 -11.335 0.0 -0.4 -0.9 0.1126
H 0.046 5.968 -10.328 -0.1 0.4 0.2 0.0799
H 2.104 5.326 -9.423 0.2 -0.3 0.3 0.1142
H 2.412 4.283 -10.800 0.2 -0.7 0.3 0.1144
H 2.374 3.234 -7.933 0.7 -0.3 0.0 0.0739
H 2.773 2.233 -9.420 0.1 1.0 -0.5 0.0810
H 1.792 1.608 -8.311 -1.1 0.3 0.4 0.0701
H -0.586 3.564 -7.838 0.1 0.0 1.0 0.0790
H -0.592 5.022 -8.635 0.7 0.3 -0.1 0.0565
H 0.805 4.697 -7.507 -0.2 -0.1 0.0 0.0876
H -1.124 1.737 -9.362 -0.4 0.0 0.4 0.0785
C -14.878 -4.421 12.286 0.4 -1.0 0.9 -0.0735
C -14.428 -4.646 10.838 -0.3 -0.6 -0.2 -0.4169
C -14.620 -6.239 10.488 0.5 1.5 1.1 -0.0123
C -15.524 -3.861 10.132 1.4 2.0 -2.9 -0.1717
C -15.184 -3.689 8.611 -0.8 -2.5 0.9 -0.1757
C -13.722 -3.294 8.307 -1.4 -0.7 -0.9 -0.1327
C -12.522 -3.755 9.186 -1.3 -0.3 0.9 -0.4511
C -11.921 -5.111 8.605 -0.4 0.8 0.3 -0.0112
C -11.646 -2.503 9.197 2.2 -1.7 0.6 -0.0545
N -13.023 -4.021 10.589 -3.6 0.4 -1.9 -0.1279
O -12.070 -4.360 11.537 0.1 0.0 0.1 -0.0103
H -14.483 -5.202 12.935 0.3 0.2 0.3 0.0793
H -14.721 -3.432 12.716 0.6 0.1 -0.3 0.0870
H -15.960 -4.523 12.366 -0.1 -0.3 -0.3 0.0766
H -14.763 -6.537 9.449 0.5 0.5 -0.1 0.0590
H -13.768 -6.736 10.951 0.1 -0.2 -0.3 0.0733
H -15.506 -6.624 10.993 -0.1 0.3 0.2 0.0684
H -16.551 -4.158 10.346 0.3 -0.7 -0.2 0.1174
H -15.512 -2.803 10.393 0.2 0.1 1.0 0.1141
H -15.330 -4.659 8.135 0.0 -0.5 0.1 0.0855
H -15.994 -3.158 8.112 0.5 0.9 0.0 0.1048
H -13.771 -2.235 8.052 0.8 0.1 0.4 0.1085
H -13.547 -3.840 7.380 0.2 0.5 -0.4 0.1045
H -11.168 -5.586 9.233 -0.1 0.3 0.4 0.0752
H -11.486 -5.099 7.606 -0.1 0.6 -0.1 0.0742
H -12.789 -5.769 8.553 0.1 -0.2 0.0 0.0598
H -11.294 -2.274 8.191 -0.6 0.5 -0.1 0.0873
H -10.706 -2.815 9.653 0.3 0.1 0.4 0.0713
H -11.982 -1.667 9.812 -0.6 -0.1 -0.5 0.0905
H -12.135 -3.524 12.004 0.8 -0.2 0.8 0.1014
C -3.217 -1.299 -1.264 0.2 -0.6 -1.2 -0.0444
C -1.992 -1.870 -0.464 1.0 1.5 0.9 -0.3930
C -0.876 -2.489 -1.447 -1.0 -0.1 1.1 -0.0213
C -1.244 -0.589 0.231 -2.1 -0.9 -0.1 -0.1068
C -2.065 -0.109 1.478 -0.3 -0.4 0.0 -0.1795
C -2.185 -1.251 2.508 0.3 0.5 -1.3 -0.1651
C -2.949 -2.486 1.948 0.9 -0.6 1.0 -0.4160
C -2.577 -3.648 3.001 -0.7 -0.6 -1.1 -0.0400
C -4.524 -2.213 1.958 2.7 1.1 -0.7 -0.0067
N -2.328 -2.852 0.622 1.7 3.0 1.5 -0.1705
O -2.800 -4.001 0.139 -1.9 -2.3 -1.4 -0.0125
H -4.114 -0.876 -0.811 0.3 -0.5 0.9 0.0651
H -2.975 -0.507 -1.972 0.9 0.2 0.2 0.0728
H -3.540 -2.054 -1.980 -0.3 -0.4 0.3 0.0706
H -1.250 -2.904 -2.383 -0.3 0.1 0.1 0.0695
H -0.069 -1.795 -1.679 -0.3 0.4 0.0 0.0674
H -0.392 -3.302 -0.906 -0.1 -0.1 0.0 0.0711
H -0.192 -0.776 0.448 -0.1 -0.3 0.3 0.1047
H -1.277 0.111 -0.604 0.1 0.4 0.3 0.0972
H -1.649 0.740 2.021 0.4 0.2 -0.4 0.1023
H -3.080 0.196 1.223 0.0 0.2 -0.5 0.0920
H -2.615 -0.946 3.462 -0.3 0.2 -0.1 0.1124
H -1.122 -1.386 2.707 0.0 -1.2 0.3 0.1140
H -2.508 -3.418 4.064 -0.1 0.9 -0.2 0.0725
H -1.648 -4.164 2.758 0.3 0.4 -0.3 0.0709
H -3.313 -4.452 2.996 -0.3 0.0 -0.3 0.0644
H -4.666 -1.759 2.939 -0.9 -0.9 0.3 0.0781
H -5.131 -3.019 1.547 0.0 0.0 0.7 0.0822
H -4.628 -1.339 1.314 -0.3 -0.1 -0.3 0.0445
H -2.239 -4.712 0.456 0.3 0.0 0.0 0.1038
```
Positions in Å, forces in eV/Å.

E_LUMO: 0.6590 eV
Net charge: 0
HOMO: -7.7 eV
Calculated total energy: -2421.05833 Eh
Kohn-Sham gap: 8.39 eV